Here is a molecular structure, C2H12N3PbS at a distorted geometry from the OMol25 dataset. Energies are from ωB97M-V with the def2-TZVPD basis set.

Structure (XYZ):
```
19
Properties=species:S:1:pos:R:3
C 0.0027 2.5582 -2.7122
Pb -0.2345 1.2136 -1.0934
N -1.1938 0.8587 1.4961
H -1.8781 0.5021 -1.5293
H -1.8697 0.1201 1.2721
H -0.4402 3.0226 -0.9356
H -0.8817 3.2164 -3.0450
H 0.0315 1.6747 -3.3778
H 0.9693 3.1476 -2.7795
H -0.4852 0.4628 2.1184
H -1.6746 1.6340 1.9513
N 2.0173 -2.2321 0.5894
C 0.6793 -2.1430 0.7386
N 0.2685 -2.2299 2.0414
S -0.3880 -1.8761 -0.5426
H 2.5912 -2.6398 1.2963
H 2.3695 -2.2572 -0.3684
H -0.7376 -2.3675 2.1655
H 0.8542 -2.6650 2.7145
```

## Properties
HOMO-LUMO gap = 4.08 eV
charge = -1
strongest force on any atom = 5.46 eV Å⁻¹
HOMO level = -1.33 eV
energy relative to the best compared isomer or geometry (same formula, charge and spin) = 0.00 kcal/mol
calculated total energy = -22817.63153 eV
2S+1 = 1

Results of the Mulliken charge analysis, in e, for atoms 1 through 2:
1 C -0.90
2 Pb -0.69